1.
# C5H9Br2N2S

2 unconnected molecules or ions with the total composition C5H9Br2N2S (the ωB97M-V functional and the def2-TZVPD basis, the Open Molecules 2025 dataset).

orbital gap (alpha / beta): 8.43 / 8.43 eV
lowest unoccupied orbital energy (alpha / beta): -0.16504 / -0.16509 hartree
multiplicity: 1
total charge: +1
E_tot: -159220.1076 eV
HOMO (alpha / beta): -12.924 / -12.925 eV

Atoms and positions in Å:
Br 0.210 3.421 -0.623
Br 4.212 -0.491 0.134
S 2.186 1.648 1.191
N -0.800 1.797 1.936
N 0.235 0.502 -0.372
C 1.483 -0.179 -0.540
C 1.497 -1.389 -1.449
C -0.664 -0.407 0.342
C 0.649 1.746 0.346
C 2.573 0.395 0.035
H 1.403 -2.340 -0.898
H -1.572 0.037 0.723
H -1.093 -1.239 -0.400
H -0.342 1.183 2.604
H 0.581 -1.382 -1.955
H -0.214 -0.796 1.278
H 2.304 -1.276 -2.116
H -0.174 0.743 -1.228
H -0.794 2.787 2.210

Cartesian forces (eV/Å) of the 6 atoms listed first:
0.45 -1.64 0.51
-0.08 0.30 -0.18
-0.11 0.22 -0.75
1.60 0.13 -3.21
1.28 0.44 2.57
3.34 -1.04 -1.45

=====

2.
# C20H18ClN3O3

A single C20H18ClN3O3 molecule (the ωB97M-V functional and the def2-TZVPD basis, the Open Molecules 2025 dataset).

orbital gap: 8.90 eV
lowest unoccupied orbital energy: 0.01346 hartree
multiplicity: 1
total charge: 0
SMILES: CCOc1ccc(-c2cccc(NC(=O)COc3ccc(Cl)cc3)c2)nn1
E_tot: -44166.7649 eV
HOMO: -8.535 eV

Atoms and positions in Å:
Cl 6.587 -0.987 2.364
O 1.388 1.274 0.885
O -2.125 -1.020 -4.772
O 0.837 2.939 3.830
N -1.776 0.055 -2.764
N -1.797 0.066 -1.466
N -0.442 1.208 3.294
C -2.924 -1.440 2.880
C -2.510 -2.203 -1.414
C 5.055 -0.297 1.955
C -2.969 -1.620 1.510
C 0.833 2.413 1.502
C -0.215 0.383 -5.385
C 3.084 -0.299 0.607
C -2.154 -1.001 -0.769
C -2.071 -0.508 3.436
C -2.142 -0.857 0.692
C -1.243 0.276 2.626
C 3.360 1.358 2.330
C 2.602 0.812 1.301
C -1.724 0.185 -5.418
C 4.587 0.802 2.653
C -2.499 -2.222 -2.783
C 0.411 2.209 2.955
C 4.304 -0.853 0.930
C -1.286 0.089 1.252
C -2.122 -1.031 -3.437
H 1.537 3.254 1.486
H -0.588 1.196 4.300
H 3.013 2.208 2.896
H -0.661 0.637 0.573
H -3.658 -2.334 1.085
H 0.116 0.528 -4.360
H -2.752 -3.094 -3.364
H 4.674 -1.711 0.391
H -2.080 0.072 -6.445
H 2.480 -0.709 -0.186
H 5.175 1.227 3.451
H -0.044 2.677 0.902
H -3.562 -2.028 3.523
H -2.048 -0.376 4.509
H 0.048 1.260 -5.969
H 0.287 -0.486 -5.804
H -2.760 -3.086 -0.846
H -2.225 1.033 -4.940

Cartesian forces (eV/Å) of the 6 atoms listed first:
0.21 -0.09 0.05
-0.07 -0.03 -0.06
-0.06 -0.31 0.11
0.09 0.18 -0.04
-0.03 -0.06 -1.44
-0.04 0.08 1.15

=====

3.
# C7H15Cl12NO2

7 unconnected molecules or ions with the total composition C7H15Cl12NO2 (the ωB97M-V functional and the def2-TZVPD basis, the Open Molecules 2025 dataset).

orbital gap: 10.65 eV
lowest unoccupied orbital energy: -0.00974 hartree
multiplicity: 1
total charge: 0
SMILES: C[N+](=O)[O-].ClCCl.ClCCl.ClCCl.ClCCl.ClCCl.ClCCl
E_tot: -163353.2027 eV
HOMO: -10.916 eV

Atoms and positions in Å:
Cl -0.684 6.364 2.519
Cl 0.414 3.766 1.656
Cl 3.326 -1.587 3.335
Cl -1.965 -1.036 -6.146
Cl -1.895 -1.366 -3.190
Cl 3.785 1.852 -4.680
Cl 5.657 2.061 -2.415
Cl -2.794 -2.534 0.130
Cl 1.400 -3.688 2.822
Cl -3.244 1.511 4.707
Cl -3.276 3.155 2.244
Cl -3.410 -5.318 0.633
O 1.187 0.972 1.332
O 1.606 0.851 -0.759
N 0.844 0.790 0.182
C 4.353 1.105 -3.135
C -0.490 0.174 -0.034
C -1.581 -2.080 -4.733
C 2.590 -2.579 2.070
C -3.032 -4.134 -0.629
C -2.444 1.877 3.168
C 0.176 4.878 3.000
H -2.081 -4.453 -1.034
H 3.525 1.167 -2.440
H -2.135 -3.000 -4.886
H -0.477 4.380 3.711
H 3.330 -3.181 1.558
H -0.451 -0.080 -1.092
H 1.088 5.168 3.507
H -1.318 0.816 0.244
H -3.861 -4.103 -1.322
H 2.029 -1.965 1.377
H -0.517 -0.775 0.495
H -1.444 2.234 3.392
H -0.523 -2.315 -4.785
H 4.652 0.092 -3.365
H -2.341 0.983 2.564

Cartesian forces (eV/Å) of the 6 atoms listed first:
0.22 -0.14 -0.02
0.28 0.32 0.14
0.11 0.01 -0.39
0.08 -0.17 0.56
-0.37 0.24 0.49
0.19 -0.32 0.46

=====

Across the entries above, energy above the lowest of the compared OMol25 structures with the same formula, charge and spin takes the values 71.3 17.2 0.0 kcal/mol, respectively.
Across the entries above, strongest force on any atom takes the values 0.121 0.028 0.035 Eh/bohr, respectively.